{"formula": "C51H123N7O3", "method": "the ωB97M-V functional and the def2-TZVPD basis", "symbols": ["C", "C", "N", "C", "C", "C", "C", "H", "H", "H", "H", "H", "H", "H", "H", "H", "H", "H", "H", "H", "H", "H", "C", "C", "N", "C", "C", "C", "C", "H", "H", "H", "H", "H", "H", "H", "H", "H", "H", "H", "H", "H", "H", "H", "C", "C", "N", "C", "C", "C", "C", "H", "H", "H", "H", "H", "H", "H", "H", "H", "H", "H", "H", "H", "H", "H", "C", "C", "N", "C", "C", "C", "C", "H", "H", "H", "H", "H", "H", "H", "H", "H", "H", "H", "H", "H", "H", "H", "C", "C", "N", "C", "C", "C", "C", "H", "H", "H", "H", "H", "H", "H", "H", "H", "H", "H", "H", "H", "H", "H", "C", "C", "N", "C", "C", "C", "C", "H", "H", "H", "H", "H", "H", "H", "H", "H", "H", "H", "H", "H", "H", "H", "C", "C", "N", "C", "C", "C", "C", "H", "H", "H", "H", "H", "H", "H", "H", "H", "H", "H", "H", "H", "H", "H", "C", "C", "C", "O", "H", "H", "H", "H", "H", "H", "C", "C", "C", "O", "H", "H", "H", "H", "H", "H", "C", "C", "C", "O", "H", "H", "H", "H", "H", "H"], "coordinates": [[4.14313, 2.67485, -0.85438], [3.62321, 4.02721, -0.31018], [2.16639, 4.06068, 0.09371], [1.83942, 3.02901, 1.04495], [2.74779, 2.83800, 2.27558], [1.29064, 3.92504, -1.12664], [-0.07601, 4.46247, -0.77910], [3.67866, 2.31188, -1.77124], [4.18627, 1.92080, -0.06847], [5.18768, 2.81073, -1.13465], [4.25077, 4.34576, 0.52216], [3.81128, 4.75331, -1.10107], [0.79413, 3.19605, 1.30489], [1.77698, 2.06840, 0.53366], [2.89760, 3.78646, 2.79141], [2.27121, 2.17008, 2.99312], [3.71413, 2.41398, 2.00267], [1.26009, 2.89033, -1.46803], [1.69020, 4.56267, -1.91522], [-0.63709, 3.83252, -0.08884], [-0.72692, 4.53895, -1.65005], [-0.06499, 5.41296, -0.24567], [-5.38722, 4.53259, -6.48744], [-4.65502, 3.91371, -5.32166], [-3.51480, 3.08258, -5.68939], [-2.89660, 2.33499, -4.58152], [-2.05257, 3.21473, -3.69026], [-2.48593, 3.78026, -6.56981], [-1.39378, 2.82141, -7.10633], [-6.28959, 5.02878, -6.13019], [-5.64222, 3.71503, -7.16173], [-4.87764, 5.31671, -7.04742], [-4.39986, 4.62044, -4.53203], [-5.37879, 3.26906, -4.82297], [-3.66945, 1.73546, -4.10053], [-2.29399, 1.52087, -4.98422], [-1.13587, 3.64069, -4.09809], [-2.60582, 4.07341, -3.30990], [-1.75230, 2.63608, -2.81671], [-2.08844, 4.66276, -6.06853], [-3.00053, 4.18956, -7.43915], [-0.61016, 2.82865, -6.34871], [-0.92334, 3.09518, -8.05070], [-1.81785, 1.82907, -7.25971], [-1.76181, 1.15578, 0.81414], [-1.34022, -0.29178, 0.56480], [-0.02088, -0.36328, -0.09130], [0.01109, 0.22303, -1.43334], [-0.65923, -0.55334, -2.54195], [0.47507, -1.73576, 0.03671], [1.88613, -1.77162, -0.49794], [-2.13382, 1.61150, -0.10348], [-0.97777, 1.72463, 1.31394], [-2.63414, 1.14071, 1.46753], [-1.31929, -0.71499, 1.56907], [-2.15593, -0.77417, 0.02626], [-0.38924, 1.23407, -1.35826], [1.07027, 0.41214, -1.60792], [-1.70963, -0.79702, -2.38261], [-0.70416, 0.07015, -3.43489], [-0.09991, -1.41979, -2.89481], [-0.20363, -2.40789, -0.48837], [0.41177, -2.10021, 1.06203], [1.95792, -1.57529, -1.56770], [2.35361, -2.74008, -0.32007], [2.56928, -1.04140, -0.06413], [0.92076, -6.12969, -0.57613], [-0.39203, -6.24047, 0.25297], [-1.40342, -5.08219, 0.08252], [-1.73936, -4.87621, -1.33733], [-2.71752, -3.69683, -1.58278], [-2.56801, -5.25455, 0.93367], [-2.30114, -4.60598, 2.29294], [0.85513, -5.94492, -1.64835], [1.55069, -7.00332, -0.40862], [1.50311, -5.26604, -0.25507], [-0.87315, -7.17864, -0.02354], [-0.07539, -6.28788, 1.29488], [-1.94497, -5.78068, -1.90984], [-0.78940, -4.52184, -1.73746], [-2.64406, -3.42422, -2.63558], [-2.39203, -2.84182, -0.99022], [-3.74283, -3.97708, -1.34131], [-3.45485, -4.75323, 0.54598], [-2.77004, -6.31514, 1.08344], [-1.39658, -4.89502, 2.82803], [-2.22005, -3.52173, 2.21600], [-3.05404, -4.85261, 3.04155], [4.85810, 1.16761, -6.99724], [5.30245, 0.74253, -5.61331], [4.52528, -0.40880, -5.15497], [3.08401, -0.18754, -5.06170], [2.33764, -1.49095, -4.78722], [5.14751, -1.10244, -4.02485], [4.99379, -0.38454, -2.65297], [3.89118, 1.67060, -7.00998], [4.77950, 0.27721, -7.62102], [5.55120, 1.84381, -7.49770], [6.34540, 0.42586, -5.60479], [5.35053, 1.51563, -4.84643], [2.89131, 0.48572, -4.22642], [2.64364, 0.27031, -5.94744], [2.46835, -1.88887, -3.78090], [1.26573, -1.34753, -4.92338], [2.69736, -2.22749, -5.50569], [6.17264, -1.43751, -4.18278], [4.67979, -2.08662, -3.99776], [3.93962, -0.20565, -2.44129], [5.50401, 0.57837, -2.62870], [5.42835, -0.99520, -1.86155], [-0.92000, -1.11489, 4.56648], [0.26871, -0.33689, 5.12805], [0.16770, -0.19561, 6.53588], [-0.65984, 0.99067, 6.83864], [-1.24257, 0.98574, 8.21047], [1.45586, -0.04340, 7.20967], [2.25355, -1.36535, 7.18890], [-0.72526, -1.45626, 3.54980], [-1.88325, -0.60532, 4.59059], [-1.05435, -2.07929, 5.05636], [1.17707, -0.82636, 4.77678], [0.41677, 0.62430, 4.63582], [-0.00997, 1.86226, 6.76050], [-1.49047, 1.12140, 6.14505], [-0.48807, 1.01062, 8.99673], [-1.85498, 1.87156, 8.37888], [-1.88700, 0.11749, 8.34815], [1.35487, 0.19021, 8.26955], [2.05922, 0.74588, 6.76123], [3.21583, -1.24463, 7.68643], [2.47533, -1.70233, 6.17630], [1.73320, -2.16495, 7.71615], [1.90884, -5.25176, 3.99807], [2.63281, -4.78463, 2.72532], [4.08822, -4.73576, 2.97601], [4.65310, -6.06931, 3.02717], [6.10705, -6.09421, 3.40580], [4.70846, -3.96760, 1.88494], [4.48669, -2.48070, 1.94460], [0.86284, -5.01240, 3.80651], [2.22429, -4.71413, 4.89224], [1.97514, -6.32351, 4.18528], [2.33598, -5.46677, 1.92865], [2.20609, -3.82772, 2.42477], [4.19667, -6.71182, 3.78013], [4.50641, -6.60570, 2.08969], [6.72932, -5.69522, 2.60475], [6.35484, -5.51487, 4.29521], [6.57862, -7.05535, 3.61059], [4.32393, -4.41715, 0.96944], [5.78544, -4.07328, 1.75440], [4.93145, -2.02676, 2.83017], [3.42534, -2.23395, 1.91754], [4.91263, -1.99355, 1.06747], [-1.24846, 5.95771, 2.60875], [-2.35838, 4.93021, 2.45095], [-2.29213, 3.70733, 3.34590], [-3.24028, 5.00736, 1.59853], [-0.24053, 5.55540, 2.50714], [-1.34905, 6.54791, 3.51960], [-1.30460, 6.67663, 1.79137], [-1.27864, 3.31505, 3.42997], [-2.91428, 2.95052, 2.86813], [-2.73341, 3.97022, 4.30729], [-6.01591, 5.26064, -0.02903], [-5.12864, 4.72149, -1.11241], [-4.65486, 3.27911, -0.98883], [-4.84119, 5.44376, -2.08581], [-6.96214, 4.71979, -0.01343], [-6.17420, 6.32167, -0.22206], [-5.52439, 5.06313, 0.92359], [-3.77068, 3.07687, -1.59334], [-5.47418, 2.65954, -1.35344], [-4.46982, 3.13270, 0.07533], [-7.15394, -0.84249, 0.76909], [-5.94286, -0.12587, 1.22646], [-4.89353, -0.96469, 1.90636], [-5.81329, 1.07160, 0.97306], [-7.94549, -0.12114, 0.56609], [-7.42141, -1.61999, 1.48467], [-6.89954, -1.39310, -0.13657], [-4.93630, -1.98554, 1.52669], [-5.20439, -1.03068, 2.94900], [-3.89567, -0.53778, 1.80570]], "forces_ev_per_angstrom": [[0.638, 0.439, 0.406], [-0.836, -0.685, -0.337], [1.744, 0.497, -1.579], [-0.354, -0.859, 0.192], [-0.524, 0.642, -0.391], [0.514, 0.985, 1.546], [-1.159, -0.296, 0.240], [-0.448, -0.021, 0.254], [-0.385, -0.263, -0.203], [0.195, 0.163, -0.025], [-0.168, -0.123, 0.197], [-0.423, 0.272, 0.068], [0.034, 0.142, 0.607], [0.162, -0.589, -0.179], [0.163, 0.085, -0.005], [-0.060, -0.128, -0.126], [-0.016, 0.082, 0.043], [-0.068, -0.171, -0.156], [0.295, -0.136, 0.002], [0.064, -0.432, -0.020], [0.101, 0.175, -0.103], [0.439, 0.236, -0.394], [-0.139, 0.165, -0.160], [0.404, -0.171, 0.707], [1.161, -0.284, -1.583], [-0.033, 0.410, -1.284], [-0.088, -0.002, 1.277], [-1.245, -0.693, -0.212], [-0.261, 0.434, 0.952], [-0.176, -0.256, 0.071], [-0.187, 0.171, -0.229], [0.402, -0.178, 0.072], [0.115, 0.602, -0.075], [-0.038, -0.339, 0.019], [-0.296, 0.601, 0.600], [0.373, 0.165, -0.374], [-0.020, -0.344, -0.529], [-0.242, -0.005, 0.028], [0.156, -0.028, 0.218], [0.458, 0.031, 0.238], [-0.343, -0.126, 0.110], [0.227, -0.626, -0.106], [-0.262, 0.476, 0.035], [0.070, -0.043, 0.232], [-0.689, -0.374, -0.165], [0.399, 1.456, 0.147], [-1.292, -0.363, 1.553], [0.391, -0.056, 0.939], [-0.057, 0.315, -1.104], [0.176, 0.812, -0.898], [0.767, -0.680, -0.228], [0.351, 0.401, 0.013], [0.054, 0.065, -0.277], [-0.051, 0.099, 0.141], [0.480, -0.551, -0.177], [-0.080, -0.413, -0.328], [-0.307, -0.073, 0.046], [0.093, -0.189, -0.573], [0.077, -0.245, 0.447], [0.117, 0.323, -0.112], [-0.087, -0.299, 0.447], [0.147, -0.463, -0.439], [0.168, 0.463, 0.272], [-0.288, -0.202, -0.122], [-0.022, -0.194, -0.064], [-0.330, 0.207, 0.422], [-0.170, 0.890, 0.348], [-0.374, 1.366, -1.035], [0.853, -1.091, -0.646], [1.159, 1.314, 0.356], [0.478, -1.106, 0.051], [0.840, 0.104, 1.212], [0.018, 0.094, 0.824], [-0.569, -0.480, -0.053], [-0.163, -0.106, 0.004], [0.024, 0.093, 0.372], [-0.278, -0.225, 0.100], [-0.339, 0.043, 0.100], [-0.620, -0.312, 0.078], [0.073, -0.022, -0.391], [-0.201, 0.018, -0.008], [-0.147, -0.037, 0.086], [-0.045, 0.246, -0.093], [0.152, -0.251, -0.321], [-0.394, -0.273, -0.069], [0.405, -0.389, -0.553], [-0.205, 0.099, -0.181], [-0.499, 0.125, -0.196], [0.047, 0.314, -0.246], [0.148, -0.671, 0.429], [0.856, -0.160, -0.767], [0.218, -0.509, 1.169], [-0.049, 0.038, -0.319], [-1.132, -0.234, 0.572], [0.237, -0.376, -0.640], [-0.019, -0.031, 0.120], [-0.040, -0.045, 0.008], [0.170, 0.041, 0.214], [0.115, -0.280, -0.487], [-0.595, 0.774, -0.056], [-0.339, 0.511, 0.196], [0.517, -0.055, -0.134], [0.190, 0.090, 0.013], [-0.012, 0.010, -0.106], [-0.149, -0.198, 0.020], [0.304, 0.864, -0.512], [-0.424, -0.006, 0.435], [0.000, -0.062, 0.155], [0.027, 0.029, -0.110], [-0.107, -0.053, 0.076], [0.082, -0.592, -0.514], [0.031, -0.592, -1.455], [-0.307, 0.787, 1.558], [0.405, -0.074, -0.001], [-0.437, -0.086, 0.922], [0.562, -1.523, -0.014], [0.096, 0.262, -0.087], [0.010, 0.501, -0.363], [0.096, 0.202, 0.032], [0.107, 0.166, 0.608], [0.092, -0.526, 0.600], [-0.482, 0.626, -0.225], [0.065, 0.490, -0.342], [0.228, -0.295, -0.357], [0.026, -0.209, -0.007], [-0.065, 0.095, -0.140], [0.071, -0.077, 0.118], [-0.483, 0.254, -0.135], [0.143, 0.359, -0.213], [0.050, 0.161, 0.032], [-0.074, -0.039, -0.005], [-0.203, 0.084, -0.082], [-0.526, 0.346, -0.523], [0.195, -0.571, 1.548], [-0.050, 0.694, -0.515], [0.158, -0.892, 0.723], [1.660, 0.538, -0.235], [0.217, -0.270, -0.394], [-0.657, 0.426, -0.113], [-0.272, -0.175, 0.352], [0.114, 0.058, -0.125], [0.128, 0.040, -0.080], [0.359, -0.333, -0.442], [0.481, 0.223, 0.178], [-0.721, 0.401, 0.077], [-0.017, -0.105, -0.527], [0.066, 0.171, -0.023], [-0.418, 0.285, 0.039], [-0.691, -0.455, -0.145], [-0.260, 0.267, -0.686], [0.064, -0.522, 0.736], [-0.003, -0.143, 0.067], [-0.016, 0.130, 0.180], [0.148, -0.058, -0.059], [-0.363, 0.705, -0.917], [-0.230, -0.469, -0.995], [-0.463, 0.081, -0.614], [1.244, 0.317, 1.158], [-0.091, -0.448, 0.452], [0.077, -0.322, 0.254], [-0.326, 0.029, -0.065], [0.030, 0.206, 0.307], [-0.055, -0.017, 0.198], [0.262, -0.123, 0.215], [0.241, -0.184, -0.019], [0.615, 1.180, -2.301], [-0.157, 1.036, 0.102], [-0.315, -1.518, 1.758], [-0.098, -0.026, -0.072], [-0.055, -0.125, 0.216], [-0.091, 0.258, 0.086], [-0.071, 0.196, 0.069], [-0.031, -0.237, 0.289], [-0.017, -0.556, -0.156], [-0.420, -0.387, 0.067], [0.635, 1.732, -0.932], [-0.239, 0.124, -0.007], [0.163, -1.478, 0.728], [-0.054, -0.290, 0.050], [-0.353, 0.119, 0.104], [0.021, 0.094, -0.231], [0.169, -0.010, -0.094], [0.250, 0.041, 0.240], [-0.178, -0.060, 0.145]], "mulliken_charge": [-0.544, -1.155, -0.028, 1.176, -1.707, 0.284, -1.041, 0.112, 0.120, 0.573, 0.368, 0.523, -0.347, -0.176, 0.390, 0.313, 0.296, -0.397, 0.651, -0.234, 0.334, 0.429, -1.547, -0.102, 0.067, -1.196, -0.178, -0.359, -1.308, 0.447, 0.355, 0.334, 0.294, 0.255, 0.370, 0.255, 0.574, 0.445, -0.402, 0.354, 0.476, 0.180, 0.405, 0.323, 0.352, 0.105, 1.078, 0.974, -1.173, 0.284, -0.181, -0.352, -0.454, 0.130, -0.239, -0.242, -0.792, 0.031, 0.132, 0.389, 0.049, -0.317, 0.131, -0.455, 0.332, 0.014, -1.202, -0.781, 0.853, -0.628, -1.504, -0.581, -0.658, 0.437, 0.434, 0.080, 0.397, 0.385, 0.486, 0.253, 0.436, 0.273, 0.470, 0.271, 0.284, -0.024, 0.010, 0.512, -1.324, -0.333, 0.128, -0.127, -1.148, -1.210, -0.095, 0.294, 0.333, 0.422, 0.417, 0.247, 0.079, 0.409, -0.125, 0.420, 0.454, 0.490, 0.365, -0.363, 0.299, 0.370, -0.744, -0.355, 0.145, -0.251, -1.425, -0.356, -1.212, -0.229, 0.329, 0.346, 0.462, 0.061, 0.329, 0.270, 0.325, 0.413, 0.333, 0.312, 0.307, 0.455, 0.197, 0.313, -1.485, 0.660, 0.100, -0.198, -1.408, -0.287, -0.755, 0.201, 0.365, 0.399, -0.102, -0.222, 0.330, 0.257, 0.325, 0.329, 0.440, 0.238, 0.305, 0.368, -0.149, 0.274, -1.252, 0.762, -0.652, -0.512, 0.211, 0.413, 0.346, 0.099, 0.059, 0.521, -1.200, 0.622, 0.321, -0.598, 0.333, 0.319, 0.260, -0.490, 0.471, 0.027, -1.261, 0.732, -0.496, -0.515, 0.353, 0.377, 0.289, 0.273, 0.462, -0.274], "smiles": "CCN(CC)CC.CCN(CC)CC.CCN(CC)CC.CCN(CC)CC.CCN(CC)CC.CCN(CC)CC.CCN(CC)CC.CC(C)=O.CC(C)=O.CC(C)=O", "orbital_gap_ev": 8.21, "energy_ev": -71451.68254, "total_charge": 0, "relative_energy_kcal_mol": 0.00}